[1]
18
Properties=species:S:1:pos:R:3:forces:R:3:nbo_charge:R:1 method="wB97M-V/def2-TZVPD" smiles="C=C(C(=O)O)N(C)OC" fmax_ev_per_a=2.9 orbital_gap_ha=0.3638 e_homo_ev=-9.0 total_energy_ha=-476.2976
C 1.39774 -0.04071 -1.88472 -0.35 -0.08 -0.18 -0.249
C -1.01122 -1.77907 -0.27153 0.17 -0.29 0.10 -0.424
N -0.45759 -0.43954 -0.46311 1.13 -1.25 -1.25 -0.176
C 0.61346 0.50471 1.48143 -1.59 -0.49 2.41 0.770
C -0.63367 0.45273 0.58372 1.76 1.79 0.36 0.038
C -1.58693 1.38442 0.68033 0.25 -0.45 -0.11 -0.378
O 1.04960 -0.60596 -0.62360 -1.89 0.17 -0.07 -0.416
O 1.01611 1.77763 1.72060 0.39 -0.56 -0.01 -0.679
O 0.97787 -0.42204 2.18724 -0.07 0.97 -1.32 -0.592
H 1.58583 1.68694 2.50902 0.00 0.19 -0.34 0.495
H 1.23860 1.04191 -1.88796 0.03 -0.07 -0.01 0.177
H 0.79834 -0.49948 -2.67828 0.04 0.11 0.06 0.178
H 2.44812 -0.26371 -2.08975 -0.09 -0.01 0.35 0.197
H -0.90259 -2.35632 -1.19359 0.02 0.15 0.12 0.207
H -0.50857 -2.30247 0.54947 -0.02 0.03 -0.07 0.206
H -2.07863 -1.70684 -0.03279 0.24 0.22 -0.10 0.212
H -2.39705 1.42078 -0.03891 0.00 -0.11 0.10 0.211
H -1.54943 2.14700 1.45242 -0.02 -0.32 -0.05 0.223

=====

[2]
13
Properties=species:S:1:pos:R:3:forces:R:3:nbo_charge:R:1 method="wB97M-V/def2-TZVPD" fmax_ev_per_a=4.0 orbital_gap_ha="0.2983 / 0.2838" e_homo_ev="-8.3 / -8.0" total_energy_ha=-344.3235
C -0.22031 -2.66988 -0.76754 -0.75 1.81 0.65 0.277
C 0.13278 -1.17294 -0.47942 -1.15 0.57 0.79 -0.080
C 0.37436 0.71823 1.02519 1.40 -3.78 -0.39 0.714
C 0.44636 -0.15733 -1.59189 -1.64 -1.97 0.15 -0.676
C -0.97096 1.09909 1.43730 -0.81 -1.40 1.03 -0.764
O 1.47362 1.00151 1.32195 -1.42 0.10 -0.67 -0.462
O 0.92844 -2.42219 -0.28052 1.35 0.65 -0.40 -0.460
H 0.07530 0.78014 -1.19259 0.57 0.35 -0.57 0.200
H -0.05486 -0.35675 -2.55978 0.17 -0.08 0.43 0.210
H 1.47380 -0.31056 -1.70848 1.90 0.95 -0.50 0.229
H -1.84595 0.70825 0.80639 1.69 0.67 0.96 0.281
H -0.83611 2.15883 1.47493 -0.94 1.06 0.45 0.243
H -0.97648 0.62360 2.51445 -0.37 1.06 -1.94 0.287

=====

[3]
17
Properties=species:S:1:pos:R:3:forces:R:3:nbo_charge:R:1 method="wB97M-V/def2-TZVPD" fmax_ev_per_a=0.4 orbital_gap_ha=0.3894 e_homo_ev=-9.6 total_energy_ha=-346.9293
C -0.49205 -0.86218 -2.07335 -0.09 -0.08 -0.23 -0.252
O 0.43230 -0.50594 -1.06992 0.12 0.07 0.02 -0.527
C -0.05527 0.59431 -0.36001 -0.17 0.19 0.01 0.057
C -1.29552 0.32359 0.49017 -0.25 -0.26 -0.25 -0.101
O -0.73376 1.05568 1.58224 0.28 -0.19 0.19 -0.526
C 0.59768 0.91206 0.99504 0.16 0.08 0.10 0.089
C 1.43543 -0.24503 1.52972 -0.08 0.03 0.09 -0.643
H -1.48985 -1.08449 -1.65764 0.27 0.00 -0.04 0.166
H -0.60729 -0.04363 -2.80002 0.03 -0.16 0.01 0.167
H -0.10622 -1.75368 -2.57029 -0.07 0.14 0.00 0.198
H -0.12963 1.48015 -1.00789 -0.10 -0.13 0.08 0.174
H -1.31626 -0.74849 0.72813 -0.22 0.02 -0.07 0.168
H -2.28723 0.64810 0.15496 0.21 0.17 0.24 0.185
H 1.09564 1.87995 1.10924 0.18 -0.23 -0.26 0.185
H 1.89680 -0.00305 2.49013 -0.14 0.00 -0.07 0.216
H 0.82431 -1.14561 1.64058 0.04 0.15 0.05 0.217
H 2.23091 -0.50175 0.81890 -0.16 0.21 0.09 0.227

=====

[4]
44
Properties=species:S:1:pos:R:3:forces:R:3:nbo_charge:R:1 method="wB97M-V/def2-TZVPD" fmax_ev_per_a=1.8 charge=+1 orbital_gap_ha="0.2632 / 0.2608" e_homo_ev="-11.8 / -11.8" total_energy_ha=-1230.8701
Pd -0.00642 -0.82096 -1.11528 -0.83 0.12 0.10 1.181
C -0.73972 3.41324 1.53832 -0.16 -0.10 0.47 -0.420
N 0.01448 2.88834 0.42372 0.37 -0.44 -0.24 -0.362
C 0.21318 3.76474 -0.71208 0.12 0.12 -0.49 -0.421
C 0.38378 1.62314 0.33842 -0.27 0.19 0.73 0.672
O 1.03258 1.17214 -0.62738 -0.40 -1.11 -0.63 -0.687
C 0.01128 0.67504 1.49202 -0.19 -0.14 -0.07 -0.170
O 0.42338 -0.66736 1.24612 0.35 0.32 0.25 -0.539
C 1.78268 -0.98766 1.52552 -0.10 -0.04 -0.04 -0.157
C 2.60608 -1.23556 0.24872 -0.01 0.27 0.77 0.685
O 2.04448 -1.54836 -0.81228 -1.41 0.17 -0.71 -0.670
N 3.92938 -1.17026 0.31022 -0.34 -0.01 -0.33 -0.372
C 4.68848 -1.37926 -0.90968 0.01 -0.09 -0.44 -0.424
C 4.73028 -1.01386 1.49812 0.16 -0.01 0.37 -0.411
H -1.06562 4.42014 1.29092 0.02 -0.06 0.04 0.237
H -0.12452 3.45464 2.44072 -0.08 0.06 -0.01 0.208
H -1.62372 2.80194 1.72132 -0.05 0.09 0.01 0.225
H -0.75322 4.15354 -1.02608 -0.05 0.02 0.00 0.226
H 0.64898 3.19714 -1.53138 -0.03 0.10 0.10 0.245
H 0.87598 4.58994 -0.45398 0.00 0.01 0.06 0.211
H -1.08402 0.61174 1.55432 0.25 0.20 0.09 0.243
H 0.41478 1.02594 2.45092 -0.12 0.04 -0.16 0.212
H 1.75468 -1.93396 2.08152 0.16 0.17 -0.01 0.234
H 2.23318 -0.21186 2.14952 -0.04 -0.09 -0.07 0.203
H 4.02288 -1.27726 -1.76368 0.16 0.01 0.06 0.249
H 5.11888 -2.38066 -0.92158 0.07 0.00 0.01 0.215
H 5.48298 -0.63686 -0.97268 0.01 -0.03 0.06 0.216
H 4.12868 -0.93336 2.39562 -0.03 0.01 0.03 0.213
H 5.35758 -0.12826 1.40332 0.01 0.03 0.04 0.219
H 5.37688 -1.88566 1.60592 0.03 0.02 0.04 0.221
C -4.10142 -3.39146 -1.18318 0.18 -0.58 0.00 -0.405
N -3.76892 -1.98736 -1.27338 0.45 0.08 -0.08 -0.404
C -4.70052 -0.99176 -1.33248 -0.18 0.62 0.08 0.077
C -4.35892 0.30864 -1.26128 -0.08 -0.17 -0.07 -0.362
C -2.96452 0.68644 -1.06628 0.17 0.33 0.34 0.624
O -2.55902 1.78904 -0.73708 -0.10 0.13 -0.12 -0.634
N -2.08532 -0.35976 -1.23658 1.71 -0.70 -0.12 -0.631
C -2.45212 -1.64256 -1.27858 -0.47 0.16 -0.03 0.752
O -1.54522 -2.51076 -1.29848 1.04 0.21 -0.03 -0.657
H -5.17882 -3.51976 -1.22898 0.02 0.05 -0.01 0.221
H -3.71502 -3.79336 -0.24458 -0.14 -0.03 -0.05 0.222
H -3.61962 -3.93416 -1.99638 -0.14 -0.02 0.01 0.231
H -5.72702 -1.31986 -1.42488 0.02 0.01 0.01 0.229
H -5.10172 1.08634 -1.30698 -0.05 0.05 0.04 0.251